No. 1
Formula: C20H86NO32PS3
Source: the OMol25 dataset
Level of theory: the ωB97M-V functional and the def2-TZVPD basis

Spin multiplicity: 1
Orbital gap: 7.6 eV
HOMO energy: -0.287 Eh
LUMO level: -0.21 eV
Total energy: -4811.713246 a.u.
Charge: 0

```
143
C20H86NO32PS3 (the ωB97M-V functional and the def2-TZVPD basis)
C -3.607 1.553 3.232
C -3.049 1.447 1.695
P -3.574 -0.288 1.096
C -5.270 -0.003 0.330
C -2.283 -0.965 -0.206
C -2.297 0.155 -1.317
C -1.508 0.011 -2.674
C 0.054 -0.264 -2.649
C 0.649 0.410 -4.017
S 2.500 0.093 -4.051
O 3.241 1.013 -3.089
O 2.997 0.421 -5.434
O 2.878 -1.475 -3.566
C -2.903 -2.399 -0.548
S -2.542 -3.170 -2.182
O -2.678 -3.424 0.498
S -1.076 -3.880 0.578
O -0.725 -4.351 1.985
O -0.725 -5.068 -0.312
C -0.112 -2.336 0.096
C 1.396 -2.490 0.592
C 2.120 -3.771 -0.074
O 2.138 -3.644 -1.529
C 1.845 -4.875 -2.161
O 1.241 -4.950 -3.265
C -0.901 -1.033 0.693
N -1.157 -1.389 2.103
O -0.206 0.190 0.440
C 0.718 0.658 1.419
C 1.211 2.187 1.058
C 1.236 2.504 -0.513
C 0.331 3.328 1.785
C -0.819 3.940 0.813
C 1.359 4.580 2.059
H -4.437 2.323 3.352
H -3.896 0.512 3.647
H -2.726 1.901 3.895
H -3.546 2.297 1.114
H -1.925 1.597 1.773
H -6.075 -0.061 1.156
H -5.302 1.084 -0.071
H -5.550 -0.706 -0.528
H -2.070 1.207 -0.891
H -3.407 0.263 -1.650
H -1.972 -0.730 -3.433
H -1.634 1.031 -3.221
H 0.657 0.237 -1.827
H 0.349 -1.378 -2.767
H 0.558 1.547 -3.853
H 0.126 0.042 -4.958
H 3.455 -1.365 -2.763
H -4.055 -2.274 -0.530
H -3.548 -2.711 -3.042
H -0.089 -2.358 -1.043
H 1.975 -1.579 0.172
H 1.544 -2.491 1.725
H 3.221 -3.708 0.275
H 1.720 -4.766 0.314
H 2.219 -5.823 -1.632
H -0.378 -1.894 2.546
H -1.346 -0.593 2.720
H 0.331 0.755 2.497
H 1.714 0.061 1.509
H 2.294 2.284 1.438
H 2.109 1.911 -0.990
H 1.448 3.611 -0.741
H 0.253 2.223 -1.050
H -0.141 3.007 2.775
H -1.573 4.554 1.419
H -0.365 4.666 0.035
H -1.350 3.112 0.233
H 2.010 4.654 1.095
H 0.812 5.566 2.192
H 1.989 4.259 2.956
O -1.139 -6.835 -4.664
H -0.304 -6.585 -4.245
H -1.604 -7.331 -3.979
O -0.201 -3.337 -5.175
H 0.362 -3.713 -4.482
H -0.093 -3.943 -5.918
O -6.521 -3.089 -0.672
H -7.146 -3.282 -1.384
H -6.074 -3.931 -0.517
O -8.984 -1.839 -1.391
H -8.608 -1.799 -0.501
H -9.936 -1.751 -1.246
O -0.831 -8.914 -2.061
H -0.792 -7.985 -1.797
H -0.200 -8.975 -2.790
O 3.899 4.582 -0.256
H 3.906 5.518 -0.025
H 4.534 4.513 -0.985
O 3.541 3.582 -4.494
H 4.478 3.538 -4.266
H 3.335 2.690 -4.810
O -11.073 -1.055 -3.240
H -10.122 -1.070 -3.062
H -11.266 -1.949 -3.550
O 1.936 7.284 3.531
H 2.801 7.076 3.904
H 1.952 8.248 3.426
O 1.640 10.246 4.282
H 2.037 10.296 5.159
H 0.688 10.325 4.451
O 1.716 -5.701 3.170
H 1.023 -5.029 3.093
H 1.234 -6.537 3.145
O 2.861 -5.840 5.722
H 2.377 -6.591 6.085
H 2.919 -6.035 4.774
O 6.333 4.824 -1.976
H 7.200 4.613 -1.607
H 6.354 5.785 -2.090
O 4.689 -2.834 1.429
H 5.531 -3.054 1.011
H 4.659 -3.404 2.209
O 6.314 4.508 -5.831
H 5.415 4.860 -5.790
H 6.198 3.612 -6.171
O -0.612 9.654 5.778
H -1.543 9.899 5.850
H -0.377 9.363 6.668
O -2.595 -8.226 0.276
H -2.555 -7.298 0.541
H -1.965 -8.289 -0.453
O 0.375 -4.474 6.541
H 1.225 -4.694 6.130
H 0.343 -5.031 7.328
O 5.631 7.511 -3.978
H 4.728 7.833 -3.864
H 5.518 6.607 -4.302
O -0.944 5.529 3.888
H -0.078 5.321 4.259
H -0.927 6.488 3.781
O -4.720 -4.905 2.418
H -4.036 -4.420 1.940
H -4.448 -4.842 3.341
O 5.349 1.419 -0.871
H 4.960 1.228 -1.737
H 4.815 2.149 -0.531
O 4.077 0.452 1.422
H 4.397 0.337 0.516
H 4.466 -0.289 1.904
```

Here are the Mulliken charges for atoms 1 to 2, given in e: C -1.261; C 1.116



No. 2
Formula: C31H64IN10O10
Source: the OMol25 dataset
Level of theory: the ωB97M-V functional and the def2-TZVPD basis

Spin multiplicity: 1
Orbital gap: 4.9 eV
HOMO energy: -0.350 Eh
LUMO level: -4.61 eV
Total energy: -2816.853337 a.u.
Charge: +1

```
116
C31H64IN10O10 (the ωB97M-V functional and the def2-TZVPD basis)
C 7.337 4.769 -3.116
C 6.668 3.347 -3.636
O 6.913 2.996 -4.901
O 5.893 2.580 -2.648
C 4.665 2.026 -3.239
C 3.429 3.088 -3.406
C 2.027 2.758 -4.163
C 1.079 4.058 -4.102
N 1.476 5.318 -3.501
I 0.058 6.874 -3.619
N 2.587 5.700 -2.866
C 3.518 4.572 -2.815
H 7.402 5.499 -4.042
H 6.687 5.216 -2.248
H 8.446 4.501 -2.782
H 4.836 1.529 -4.310
H 4.280 1.132 -2.552
H 1.771 1.736 -4.661
H 0.000 3.959 -4.583
H 4.531 4.809 -2.224
C 1.060 -0.597 -1.765
C -0.070 -0.084 -2.612
O -0.157 1.097 -2.939
N -1.019 -0.973 -3.022
C -1.096 -2.388 -2.748
H 1.735 0.228 -1.518
H 0.670 -1.014 -0.833
H 1.627 -1.354 -2.314
H -1.747 -0.553 -3.589
H -1.091 -2.919 -3.703
H -2.040 -2.583 -2.233
H -0.267 -2.739 -2.132
C 3.327 -3.131 -0.701
C 2.436 -3.303 0.498
O 1.231 -3.519 0.390
N 3.001 -3.214 1.736
C 4.384 -2.968 2.071
H 2.733 -3.229 -1.614
H 3.781 -2.136 -0.689
H 4.100 -3.904 -0.707
H 2.338 -3.341 2.492
H 4.744 -3.814 2.661
H 4.428 -2.061 2.679
H 5.011 -2.846 1.188
C -3.176 -7.059 1.269
C -1.836 -6.424 1.019
O -0.867 -7.075 0.636
N -1.712 -5.083 1.231
C -2.721 -4.152 1.677
H -3.118 -8.130 1.057
H -3.462 -6.929 2.316
H -3.928 -6.617 0.610
H -0.781 -4.730 1.042
H -2.831 -3.380 0.911
H -2.370 -3.690 2.603
H -3.684 -4.633 1.852
C -0.493 -3.299 6.323
C -1.685 -3.741 5.521
O -1.569 -4.332 4.450
N -2.927 -3.467 6.013
C -3.272 -2.789 7.241
H 0.425 -3.588 5.802
H -0.499 -2.212 6.435
H -0.501 -3.784 7.303
H -3.678 -3.795 5.418
H -3.873 -3.471 7.847
H -3.871 -1.912 6.986
H -2.393 -2.478 7.806
C -2.048 9.898 0.772
C -1.188 9.015 -0.090
O -1.386 8.888 -1.296
N -0.161 8.343 0.503
C 0.232 8.358 1.893
H -2.822 10.366 0.157
H -2.536 9.302 1.548
H -1.440 10.687 1.222
H 0.372 7.770 -0.141
H 1.266 8.708 1.948
H 0.179 7.334 2.271
H -0.404 9.004 2.499
C -6.558 -6.173 -2.545
C -6.647 -6.435 -1.067
O -5.876 -7.199 -0.492
N -7.620 -5.794 -0.359
C -8.615 -4.866 -0.845
H -5.735 -6.754 -2.969
H -7.486 -6.479 -3.035
H -6.362 -5.113 -2.726
H -7.617 -6.021 0.629
H -8.487 -3.922 -0.310
H -9.601 -5.277 -0.617
H -8.532 -4.691 -1.918
C -0.034 10.465 -8.301
C -0.925 10.292 -7.103
O -2.130 10.076 -7.210
N -0.360 10.382 -5.865
C 1.023 10.628 -5.529
H -0.628 10.367 -9.214
H 0.420 11.459 -8.290
H 0.739 9.692 -8.308
H -1.023 10.255 -5.109
H 1.384 9.782 -4.940
H 1.068 11.535 -4.922
H 1.651 10.750 -6.413
C 3.759 -6.355 7.488
C 2.628 -5.843 6.640
O 2.541 -4.661 6.314
N 1.679 -6.731 6.231
C 1.602 -8.147 6.505
H 4.433 -5.531 7.735
H 3.368 -6.773 8.420
H 4.325 -7.112 6.939
H 0.951 -6.311 5.664
H 1.607 -8.678 5.550
H 0.658 -8.341 7.019
H 2.431 -8.497 7.121
```

Here are the Mulliken charges for atoms 1 to 2, given in e: C -0.756; C 0.549



No. 3
Formula: C5H8O
Source: the OMol25 dataset
Level of theory: the ωB97M-V functional and the def2-TZVPD basis

Spin multiplicity: 1
Orbital gap (alpha / beta): 6.8 / 9.2 eV
HOMO energy (alpha / beta): -0.241 / -0.306 Eh
LUMO level (alpha / beta): 0.20 / 0.83 eV
Total energy: -270.412300 a.u.
Charge: 0

```
14
C5H8O (the ωB97M-V functional and the def2-TZVPD basis)
O -1.162 1.733 -0.308
C -0.806 0.566 0.240
C -1.188 -0.667 -0.486
C 0.152 -1.340 -0.610
C 1.262 -0.313 -0.249
C 0.594 0.484 0.856
H -0.604 2.445 0.038
H 0.552 -0.090 1.792
H -1.684 -0.339 -1.408
H -1.879 -1.313 0.063
H 0.221 -2.198 0.074
H 1.512 0.333 -1.104
H 2.182 -0.810 0.070
H 0.999 1.480 1.077
```

Here are the Mulliken charges for atoms 1 to 2, given in e: O -0.472; C 0.087



No. 4
Formula: C9H14
Source: the OMol25 dataset
Level of theory: the ωB97M-V functional and the def2-TZVPD basis

Spin multiplicity: 1
SMILES string: Cc1ccccc1.CC
Orbital gap: 10.1 eV
HOMO energy: -0.332 Eh
LUMO level: 1.04 eV
Total energy: -351.319702 a.u.
Charge: 0

```
23
C9H14 (the ωB97M-V functional and the def2-TZVPD basis)
C -0.808 -0.765 -2.399
C 1.727 0.985 -0.103
C 0.899 1.997 0.396
C 1.135 0.087 -0.975
C -0.173 0.196 -1.426
C -0.433 2.094 0.050
C -0.951 1.230 -0.905
H 2.781 1.052 0.127
H 1.314 2.722 1.055
H 1.745 -0.760 -1.292
H -1.062 2.833 0.519
H -1.758 -0.343 -2.729
H -1.008 -1.727 -1.919
H -1.967 1.384 -1.247
H -0.180 -0.955 -3.271
C -0.519 -2.390 1.589
C -0.427 -1.867 3.029
H -0.781 -1.511 1.002
H 0.397 -2.818 1.189
H -1.328 -3.115 1.527
H 0.531 -1.420 3.285
H -0.616 -2.663 3.757
H -1.241 -1.172 3.245
```

Here are the Mulliken charges for atoms 1 to 2, given in e: C -1.318; C -0.798



No. 5
Formula: C44H47ClGe2N6OOsTe
Source: the OMol25 dataset
Level of theory: the ωB97M-V functional and the def2-TZVPD basis

Spin multiplicity: 1
Orbital gap: 7.3 eV
HOMO energy: -0.492 Eh
LUMO level: -6.12 eV
Total energy: -7080.918631 a.u.
Charge: +2

```
103
C44H47ClGe2N6OOsTe (the ωB97M-V functional and the def2-TZVPD basis)
Os -0.321 0.866 0.040
N -2.759 -1.747 -2.222
C -2.019 -1.609 -1.122
N -1.589 -0.362 -1.081
C -2.107 0.217 -2.207
N -2.827 -0.603 -2.925
C -1.805 1.614 -2.434
C -2.280 2.361 -3.499
N -2.017 3.656 -3.616
C -1.305 4.208 -2.647
C -0.813 3.476 -1.572
N -1.028 2.167 -1.480
H -3.244 -2.568 -2.551
H -1.811 -2.396 -0.417
H -2.889 1.891 -4.260
H -1.108 5.271 -2.705
H -0.246 3.947 -0.788
Cl -2.250 1.723 1.109
C 2.253 -7.879 5.560
C 1.860 -6.580 4.924
C 0.603 -6.027 5.134
C 0.225 -4.823 4.556
C -1.121 -4.247 4.911
C 1.145 -4.186 3.713
Te 0.530 -2.383 2.832
N 0.632 -0.707 0.467
C 1.328 -1.717 0.212
O 1.496 -2.703 1.164
C 2.068 -1.987 -1.037
C 1.618 -1.453 -2.244
C 2.354 -1.642 -3.402
C 3.544 -2.358 -3.362
C 3.990 -2.893 -2.162
C 3.252 -2.716 -1.003
C -1.279 -3.067 2.027
C -1.223 -4.257 1.305
C -2.389 -4.767 0.757
C -3.587 -4.084 0.946
C -3.620 -2.899 1.665
C -2.465 -2.360 2.232
C -2.531 -1.106 3.053
C 2.452 -4.664 3.543
C 3.526 -3.944 2.775
C 2.771 -5.870 4.149
H 1.414 -8.343 6.074
H 3.052 -7.722 6.286
H 2.627 -8.577 4.811
H -0.097 -6.531 5.790
H -1.400 -4.560 5.915
H -1.906 -4.572 4.227
H -1.119 -3.151 4.928
H 0.693 -0.891 -2.277
H 1.997 -1.240 -4.341
H 4.119 -2.502 -4.266
H 4.918 -3.446 -2.127
H 3.613 -3.113 -0.065
H -0.284 -4.783 1.176
H -2.365 -5.696 0.204
H -4.505 -4.484 0.536
H -4.560 -2.379 1.804
H -3.394 -0.502 2.777
H -1.652 -0.474 2.908
H -2.620 -1.345 4.116
H 3.433 -2.857 2.838
H 3.503 -4.214 1.720
H 4.503 -4.212 3.172
H 3.776 -6.259 4.027
C -0.144 4.374 1.640
Ge 0.813 2.683 1.838
C 0.293 1.662 3.417
C 2.684 3.258 2.122
Ge 1.827 1.661 -0.410
C 2.120 2.917 -1.862
C 2.503 4.245 -1.681
C 2.617 5.095 -2.772
C 2.353 4.625 -4.051
C 1.981 3.301 -4.243
C 1.861 2.452 -3.153
C 3.492 0.788 0.046
C 4.520 0.816 -0.894
C 5.732 0.189 -0.631
C 5.930 -0.454 0.580
C 4.914 -0.480 1.530
C 3.700 0.128 1.259
H -0.106 4.861 2.617
H -1.186 4.257 1.354
H 0.371 5.031 0.938
H 0.435 2.296 4.293
H 0.931 0.785 3.529
H -0.752 1.368 3.359
H 2.624 3.949 2.965
H 3.108 3.800 1.277
H 3.356 2.446 2.380
H 2.711 4.633 -0.691
H 2.915 6.125 -2.624
H 2.442 5.289 -4.901
H 1.785 2.934 -5.242
H 1.561 1.420 -3.312
H 4.385 1.337 -1.835
H 6.525 0.218 -1.366
H 6.881 -0.923 0.795
H 5.083 -0.962 2.486
H 2.914 0.111 2.010
```

Here are the Mulliken charges for atoms 1 to 2, given in e: Os 2.075; N 0.251



No. 6
Formula: C19H21EuF3N3O10
Source: the OMol25 dataset
Level of theory: the ωB97M-V functional and the def2-TZVPD basis

Spin multiplicity: 7
Orbital gap (alpha / beta): 5.8 / 7.3 eV
HOMO energy (alpha / beta): -0.292 / -0.292 Eh
LUMO level (alpha / beta): -2.11 / -0.62 eV
Total energy: -2663.323721 a.u.
Charge: 0

```
57
C19H21EuF3N3O10 (the ωB97M-V functional and the def2-TZVPD basis)
Eu -0.471 0.283 -0.473
O -0.219 -3.945 -2.606
C 0.466 -2.883 -2.237
O 0.576 -2.352 -1.138
C 1.197 -2.312 -3.446
O 2.497 -1.809 -3.162
C 2.537 -0.422 -3.413
C 1.578 0.411 -2.509
O 1.843 0.579 -1.274
O 0.496 0.887 -3.024
H -1.215 -3.964 -2.248
H 0.537 -1.530 -3.833
H 1.254 -3.120 -4.209
H 2.235 -0.176 -4.457
H 3.582 -0.124 -3.210
N -1.667 2.129 -1.897
C -2.457 3.281 -1.424
C -1.722 4.489 -0.821
C -0.223 4.409 -0.583
C 0.334 3.672 0.638
N -0.420 2.459 1.050
H -1.010 2.342 -2.616
H -2.346 1.502 -2.310
H -3.167 2.919 -0.666
H -3.102 3.669 -2.252
H -2.294 4.873 0.010
H -1.756 5.244 -1.627
H 0.178 5.445 -0.486
H 0.246 4.008 -1.488
H 0.297 4.396 1.524
H 1.396 3.423 0.443
H -1.417 2.660 1.124
H -0.091 2.260 1.999
O -3.858 -4.678 0.690
C -3.501 -3.511 0.530
C -2.851 -2.987 -0.745
O -2.631 -3.664 -1.777
C -2.636 -1.581 -0.561
C -2.673 -1.278 0.854
O -2.054 -0.305 1.389
C -3.501 -2.349 1.532
O -4.054 -2.265 2.610
O -2.240 -0.789 -1.490
F 3.780 -3.161 4.979
C 3.424 -1.840 4.967
F 2.699 -1.587 6.101
F 4.602 -1.174 5.012
C 2.621 -1.468 3.762
C 1.217 -1.632 3.852
C 0.459 -1.306 2.738
N 0.986 -0.787 1.595
C 2.337 -0.736 1.538
C 3.211 -1.106 2.545
H 0.678 -1.830 4.809
H -0.645 -1.423 2.760
H 2.706 -0.327 0.598
H 4.255 -0.917 2.334
```

Here are the Mulliken charges for atoms 1 to 2, given in e: Eu 1.174; O -0.570



No. 7
Formula: C6H10N2O2S
Source: the OMol25 dataset
Level of theory: the ωB97M-V functional and the def2-TZVPD basis

Spin multiplicity: 3
Orbital gap (alpha / beta): 4.8 / 6.8 eV
HOMO energy (alpha / beta): -0.155 / -0.327 Eh
LUMO level (alpha / beta): 0.56 / -2.12 eV
Total energy: -892.600841 a.u.
Charge: 0

```
21
C6H10N2O2S (the ωB97M-V functional and the def2-TZVPD basis)
C -0.473 2.665 1.359
C 0.581 1.746 1.572
C -1.780 2.297 1.231
C 0.290 0.426 1.415
C -2.082 0.919 1.127
C -1.033 0.062 1.184
N -1.339 -1.303 1.048
N 2.047 -1.756 -1.578
O 0.119 -1.221 -3.077
O 2.151 -2.141 -4.088
S 1.530 -0.999 -2.975
H -0.174 3.750 1.407
H 1.648 2.189 1.856
H -2.501 3.018 1.107
H 1.010 -0.361 1.371
H -3.083 0.748 0.841
H 1.581 -2.789 -4.293
H -2.188 -1.621 1.467
H -0.463 -1.796 1.053
H 1.414 -2.398 -1.067
H 2.744 -1.436 -0.962
```

Here are the Mulliken charges for atoms 1 to 2, given in e: C -0.200; C -0.806



No. 8
Formula: C5H8N
Source: the OMol25 dataset
Level of theory: the ωB97M-V functional and the def2-TZVPD basis

Spin multiplicity: 1
SMILES string: C[C@@H]1C2=[N+](C)[C@H]21
Orbital gap: 9.7 eV
HOMO energy: -0.555 Eh
LUMO level: -5.40 eV
Total energy: -249.624969 a.u.
Charge: +1

```
14
C5H8N (the ωB97M-V functional and the def2-TZVPD basis)
C -1.118 0.184 -0.251
C 0.049 0.852 0.529
C 0.503 -0.436 0.083
C -0.014 1.152 1.999
C -0.304 -1.146 -2.260
N -0.286 -0.545 -0.993
H 0.334 1.670 -0.041
H 1.039 -1.199 0.574
H 0.098 2.305 2.048
H 0.884 0.707 2.570
H -1.018 0.764 2.286
H -1.412 -1.120 -2.738
H 0.120 -2.182 -2.403
H 0.229 -0.398 -2.921
```

Here are the Mulliken charges for atoms 1 to 2, given in e: C -0.424; C 0.252